8 unconnected molecules or ions with the total composition C38H99N7O12. Source: the Open Molecules 2025 dataset; level of theory: the ωB97M-V functional and the def2-TZVPD basis.

The geometry in XYZ format:
```
156
Properties=species:S:1:pos:R:3:forces:R:3
C -22.3248 -21.1287 6.6398 -0.42 -0.43 0.71
O -23.0505 -20.5299 7.7092 0.23 -0.09 -0.68
C -23.4823 -21.4308 8.6629 -0.38 -1.55 0.14
C -24.5431 -20.7819 9.5391 -1.06 -2.22 0.10
C -24.1266 -19.5131 10.1312 0.40 1.89 0.63
N -24.9431 -21.7129 10.6468 -0.06 1.07 -0.90
H -22.8541 -21.9618 6.1342 -0.23 0.39 0.33
H -21.3870 -21.5745 7.0050 0.04 0.48 -0.23
H -22.2401 -20.3050 5.9628 0.75 0.19 -0.68
H -23.9268 -22.3434 8.1508 0.30 0.76 0.51
H -22.6502 -21.8335 9.2982 -0.25 0.42 -0.30
H -25.4662 -20.6958 8.9385 0.39 0.36 0.08
H -23.2295 -19.6900 10.7848 -0.65 0.42 -0.57
H -24.9613 -19.1355 10.7548 0.58 -0.11 -0.17
H -23.9193 -18.7486 9.3462 0.14 -0.55 0.68
H -25.3342 -22.5175 10.2003 -0.23 -0.73 0.04
H -24.1193 -21.9981 11.1417 0.43 -0.25 0.33
C -16.9404 -19.8696 12.7837 -0.03 0.01 -0.80
O -16.7154 -18.5433 13.1542 -0.45 0.75 0.46
C -16.6230 -17.6604 12.0695 -0.11 -0.56 -0.94
C -16.1580 -16.3109 12.5214 -1.55 -0.03 0.34
C -16.1653 -15.3888 11.3283 1.95 0.00 -0.45
N -14.8983 -16.4836 13.1486 1.80 1.70 0.92
H -16.0170 -20.3284 12.4322 0.27 -0.23 0.11
H -17.6311 -19.9346 11.9223 -0.15 -0.05 0.51
H -17.3147 -20.3639 13.6671 -0.17 -0.40 0.00
H -15.8929 -18.0865 11.3708 0.24 0.17 -0.20
H -17.5615 -17.5515 11.4854 0.02 -0.23 0.47
H -16.9053 -15.9659 13.2384 -0.34 0.16 0.23
H -17.1391 -15.1584 10.9458 -0.57 0.22 -0.01
H -15.6301 -15.9671 10.5526 -0.02 0.53 -0.08
H -15.5779 -14.4524 11.4995 -0.55 -0.67 -0.03
H -14.8774 -17.3255 13.6828 -0.12 -0.66 0.31
H -14.7130 -15.7225 13.8355 -0.09 -0.74 -0.90
C -13.9465 -20.1675 7.1108 -0.31 0.45 0.42
O -15.1648 -19.8712 7.8594 0.96 0.16 -0.12
C -15.3016 -18.4735 8.2197 0.78 -0.47 -1.34
C -15.6762 -17.6501 6.9823 -0.37 -0.47 -0.06
C -16.0747 -16.2079 7.2961 -0.29 -1.13 0.73
N -16.8415 -18.2658 6.2922 -0.01 0.34 0.30
H -13.8155 -21.2549 6.9729 -0.37 0.46 0.52
H -13.0486 -19.7322 7.6064 -0.56 -0.33 -0.11
H -13.9852 -19.7564 6.0987 -0.13 0.16 -0.01
H -16.0643 -18.3752 8.9730 -0.41 -0.30 0.30
H -14.3463 -18.0970 8.6256 -0.24 -0.08 -0.01
H -14.8305 -17.6914 6.2973 0.32 0.34 -0.01
H -16.4960 -15.8439 6.3845 -0.37 0.72 -0.51
H -15.2454 -15.5798 7.5900 0.18 0.11 0.19
H -16.8669 -16.2271 8.0814 0.54 0.23 -0.47
H -17.0652 -17.6852 5.4889 -0.05 -0.06 -0.01
H -16.6380 -19.1887 5.9282 0.16 -0.13 0.22
C -22.8745 -12.9555 10.7839 -1.06 -0.72 0.34
O -21.9135 -13.9339 10.5317 0.72 -0.56 -0.66
C -21.2286 -14.4971 11.6480 0.41 0.78 0.01
C -19.7649 -14.8672 11.1667 -2.03 -0.60 1.50
N -19.0331 -13.7553 10.7099 0.92 -0.13 -0.31
C -18.6202 -12.8104 11.7254 0.31 -0.63 0.11
C -17.7977 -11.7129 11.0740 0.25 -1.30 0.04
O -18.6449 -11.0659 10.1503 0.48 0.44 0.24
C -18.0059 -9.9231 9.5876 -0.42 -0.64 0.12
H -23.7294 -13.3778 11.3476 0.19 0.12 -0.09
H -23.2891 -12.5722 9.8445 0.41 -0.14 0.08
H -22.4642 -12.1583 11.3690 0.31 0.77 0.35
H -21.7723 -15.3762 12.0128 0.09 -0.02 0.03
H -21.2049 -13.7280 12.4610 0.11 -0.59 -0.38
H -19.9111 -15.6252 10.3973 0.28 0.06 -0.18
H -19.2466 -15.3483 12.0269 -0.22 0.19 -0.44
H -19.4506 -13.3692 9.8832 -0.13 0.57 -0.03
H -18.0443 -13.3883 12.5088 -0.25 0.67 -0.82
H -19.4577 -12.3618 12.2555 -0.28 0.28 0.14
H -16.9610 -12.2303 10.5181 -0.41 0.72 0.55
H -17.4228 -11.0567 11.8785 0.06 0.16 -0.49
H -17.7731 -9.2106 10.3772 0.14 0.19 0.03
H -18.7327 -9.5037 8.9063 0.04 0.24 -0.25
H -17.0998 -10.2178 9.0484 -0.01 0.11 -0.01
C -15.9349 -10.8523 6.3909 0.30 -0.40 -0.25
O -17.1856 -11.4992 6.5107 0.17 0.25 0.04
C -17.1378 -12.8692 6.8911 0.16 0.74 -0.56
C -18.5425 -13.3601 6.9073 -1.47 -0.20 0.05
N -19.1842 -13.2399 5.5860 0.19 1.57 -0.35
C -20.6441 -13.2759 5.6561 -0.24 0.71 0.95
C -21.3332 -12.6688 4.4032 1.28 0.47 0.51
O -21.0633 -11.2268 4.2790 -1.06 -0.75 1.12
C -21.8160 -10.4674 5.2757 0.24 -1.06 -0.55
H -15.4846 -11.0646 5.4041 -0.04 0.06 0.34
H -15.2015 -11.1086 7.1769 -0.35 -0.30 -0.11
H -16.0938 -9.7875 6.4876 -0.22 0.29 -0.16
H -16.6818 -12.8989 7.8674 0.20 -0.46 0.59
H -16.5610 -13.4694 6.1847 0.26 0.10 -0.15
H -19.1303 -12.7958 7.6769 0.39 -0.29 -0.30
H -18.5610 -14.4234 7.1721 0.08 0.15 0.23
H -18.9772 -12.2854 5.2393 0.17 -0.72 0.21
H -21.0036 -12.7537 6.6062 0.20 -0.32 -1.00
H -20.9147 -14.3069 5.8209 -0.51 -0.52 -0.26
H -22.4028 -12.9040 4.4080 -0.01 0.33 0.10
H -20.8904 -13.1279 3.5130 -0.05 0.18 0.09
H -22.8703 -10.7538 5.2066 0.00 -0.18 0.22
H -21.8010 -9.4174 5.0121 0.51 0.14 -0.04
H -21.4399 -10.6482 6.3048 -0.18 0.24 -0.61
C -16.1811 -19.6340 -0.3667 0.26 -0.94 0.16
O -17.4451 -19.0150 -0.4534 0.21 0.15 -0.02
C -17.8848 -18.4824 0.7851 -0.90 -0.97 0.44
C -19.3370 -17.9591 0.6281 0.82 -0.87 0.12
N -19.8440 -17.4427 1.9129 0.08 0.11 -0.40
C -19.9589 -18.3538 3.0438 0.77 0.36 1.25
C -20.7657 -17.7135 4.2287 -0.22 0.44 -1.50
O -22.0327 -17.2893 3.6453 1.25 -1.18 0.16
C -22.9765 -16.7798 4.5265 -0.31 0.48 0.26
H -16.1570 -20.4276 0.4205 -0.19 0.42 -0.40
H -15.3659 -18.9499 -0.1337 -0.04 0.41 0.10
H -15.9115 -20.1210 -1.3227 -0.51 0.34 0.35
H -17.2370 -17.6806 1.1462 0.12 0.06 -0.01
H -17.8878 -19.3199 1.5391 0.14 0.69 -0.42
H -19.9414 -18.7820 0.1646 0.26 0.39 0.50
H -19.2809 -17.1644 -0.1225 -0.29 0.13 0.31
H -20.7723 -17.0920 1.7504 -0.26 0.35 -0.02
H -18.9519 -18.5814 3.4738 -0.52 0.18 -0.35
H -20.3757 -19.3180 2.7714 -0.44 -0.37 -0.06
H -20.2881 -16.7644 4.5400 0.22 -0.58 0.21
H -20.8440 -18.4331 5.0840 -0.22 0.67 -0.66
H -23.8511 -16.6437 3.8990 -0.35 0.19 0.21
H -22.6939 -15.7938 4.9618 0.03 -0.47 -0.16
H -23.2244 -17.4708 5.3416 0.09 0.01 -0.01
C -15.8579 -26.7312 6.5576 -0.31 -1.06 0.14
O -16.5639 -25.6695 7.1225 0.03 -0.43 -0.35
C -15.7610 -24.7048 7.7003 -0.83 2.03 -0.74
C -16.6818 -23.4797 7.9650 0.31 -0.44 1.03
N -17.2406 -22.8776 6.7842 -0.55 -0.85 -1.39
C -18.2679 -21.8622 7.0087 0.68 -0.41 0.38
C -18.8500 -21.4345 5.7032 0.99 -0.58 -1.25
O -19.4379 -22.5921 5.0684 -0.32 0.84 1.11
C -20.1149 -22.2772 3.8966 0.28 -0.24 -1.16
H -15.4412 -27.4179 7.3093 -0.07 0.16 0.11
H -15.0352 -26.4773 5.8909 0.03 0.58 -0.13
H -16.6071 -27.2726 5.9966 0.02 -0.36 -0.27
H -14.9478 -24.3960 7.0101 -0.30 -0.07 0.10
H -15.2908 -25.0193 8.6150 0.13 -0.34 0.70
H -15.9942 -22.7649 8.4066 -0.16 0.45 0.46
H -17.4916 -23.7408 8.7194 0.88 0.05 -0.54
H -17.7279 -23.6030 6.2248 0.68 0.40 0.45
H -17.8299 -20.9767 7.4623 0.11 0.10 0.29
H -19.0371 -22.2672 7.6677 -0.38 0.16 0.23
H -17.9706 -21.1617 5.0362 -0.98 0.29 0.60
H -19.5469 -20.5977 5.8695 0.03 -0.27 -0.39
H -20.8711 -21.4994 3.9636 -0.32 0.12 0.54
H -20.5639 -23.1919 3.5057 -0.09 0.06 0.15
H -19.4257 -21.9189 3.1231 0.23 0.02 -0.07
C -21.4210 -17.1383 8.1805 0.16 -0.30 0.43
C -19.8984 -17.1673 8.0690 -2.05 -0.01 1.53
O -19.5890 -18.2387 7.2791 1.04 -0.90 -1.26
H -21.8447 -16.6787 7.3134 -0.36 0.15 -0.77
H -21.7340 -16.5323 9.0153 -0.14 0.28 0.45
H -21.8447 -18.1475 8.3024 0.30 0.27 -0.07
H -19.5132 -17.3188 9.0766 0.41 0.13 0.31
H -19.5922 -16.1995 7.7146 0.60 0.49 -0.44
H -18.6311 -18.2088 7.0961 0.13 -0.32 -0.23
```
Forces are in eV/Å.

F_max: 2.6 eV/Å
LUMO: 0.513 eV
SMILES: COC[C@H](C)N.COC[C@H](C)N.COC[C@H](C)N.COCCNCCOC.COCCNCCOC.COCCNCCOC.COCCNCCOC.CCO
energy relative to the best compared isomer or geometry (same formula, charge and spin): 0.000 eV
total energy: -2793.116402 Eh
E_HOMO: -8.61 eV
Kohn-Sham gap: 9.13 eV

Atomic partial charges in e from the Löwdin method, atoms 1 to 99: -0.0797, -0.1922, -0.2546, -0.4641, -0.0853, 0.0380, 0.0992, 0.0846, 0.0708, 0.1358, 0.1365, 0.1475, 0.1036, 0.0882, 0.0805, 0.0527, 0.0549, -0.1070, -0.1828, -0.2401, -0.4928, -0.0586, 0.0506, 0.0873, 0.0939, 0.0871, 0.1182, 0.1328, 0.1328, 0.0355, 0.0738, 0.0953, 0.0601, 0.1004, -0.0820, -0.2138, -0.1738, -0.4060, -0.0507, 0.0565, 0.0855, 0.0940, 0.0726, 0.1048, 0.1303, 0.1240, 0.0582, 0.0841, 0.0888, 0.0854, 0.0719, -0.1209, -0.2133, -0.1819, -0.2066, -0.0719, -0.2060, -0.2362, -0.1966, -0.0858, 0.0920, 0.0903, 0.0729, 0.1172, 0.1142, 0.0892, 0.1199, 0.0954, 0.1332, 0.1069, 0.1291, 0.1266, 0.0860, 0.0893, 0.0768, -0.1152, -0.2055, -0.2260, -0.2121, -0.0432, -0.2223, -0.1756, -0.2067, -0.0910, 0.0935, 0.0890, 0.0788, 0.1127, 0.1165, 0.1178, 0.0918, 0.1103, 0.1166, 0.0847, 0.1102, 0.1215, 0.0804, 0.0771, 0.0815